Entry 1:
156
Properties=species:S:1:pos:R:3:forces:R:3 method="wB97M-V/def2-TZVPD" lumo_ev=0.0 gap_ev=9.0765 homo_energy_ev=-9.030 total_energy_ev=-93086.9121
C 4.8984 -0.9819 -7.5874 0.9 -0.1 -0.8
O 4.2460 -1.7892 -6.6763 -1.1 -0.2 1.5
H 4.7244 0.0867 -7.4611 -0.3 0.1 -0.1
H 5.9623 -1.1546 -7.4249 0.4 0.2 -0.7
H 4.5549 -1.3484 -8.5547 0.4 0.4 -0.2
H 4.5019 -1.4279 -5.8245 -0.2 -0.4 0.4
C -5.9799 6.6781 5.2047 -0.1 -0.1 -0.5
O -5.0903 5.7892 5.8387 0.5 -0.1 0.4
H -5.8750 7.6607 5.6648 -0.2 -0.1 0.1
H -5.7310 6.7825 4.1486 0.2 0.0 -0.2
H -7.0151 6.3371 5.2069 -0.1 0.1 0.4
H -5.4642 4.9165 5.9809 -0.2 0.1 -0.2
C -8.4691 1.2137 6.6723 0.2 -1.5 0.1
O -7.6924 1.1387 5.4415 -0.6 0.8 1.3
H -8.6718 0.2050 7.0323 0.1 -0.4 -0.1
H -7.8931 1.6300 7.4988 0.3 0.5 -0.6
H -9.4737 1.6364 6.6835 0.2 0.7 -0.8
H -8.2457 0.8541 4.7105 -0.2 -0.1 0.1
C -1.5959 4.4641 -6.5273 0.0 -0.2 0.4
O -0.9036 4.0561 -5.3222 0.1 0.5 -1.0
H -0.8765 4.5644 -7.3399 0.2 -0.4 0.2
H -2.3708 3.7471 -6.7987 0.1 -0.1 -0.1
H -2.0691 5.4451 -6.4833 0.0 0.1 0.6
H -1.5200 3.8762 -4.6086 -0.2 0.1 -0.1
C 3.1753 3.4422 6.4921 0.2 -2.4 -1.0
O 3.8467 2.4213 6.5430 -0.2 0.2 0.0
N 3.2928 4.4914 7.2534 0.9 3.6 3.0
N 2.1779 3.6710 5.6160 -1.8 -0.4 -2.1
H 2.7543 5.3185 7.0388 0.2 -0.3 0.2
H 3.8890 4.5740 8.0644 0.1 -0.5 -0.4
H 1.5669 4.4709 5.7001 0.2 -0.3 0.1
H 1.8128 2.9358 5.0276 0.4 0.0 0.2
C 4.1745 4.9982 -5.9853 2.7 0.2 -1.0
O 5.3090 5.0087 -6.3914 2.0 0.0 -0.4
N 3.6095 3.9956 -5.3857 -2.8 -2.5 1.7
N 3.3766 6.0376 -6.1282 -2.1 2.5 -0.5
H 2.6225 4.1838 -5.2838 0.1 -1.2 0.7
H 4.0344 3.1828 -4.9627 0.1 0.4 -0.4
H 2.3887 5.8805 -5.9880 0.1 0.6 -0.2
H 3.6918 6.7675 -6.7511 -0.3 -0.2 0.1
C -1.1786 6.1451 0.2452 -0.2 -1.7 0.1
O -1.4375 5.0242 -0.1777 -0.2 0.4 0.4
N -1.1553 6.5057 1.5429 -0.2 -0.7 1.4
N -0.8758 7.1690 -0.5221 1.1 3.3 -3.4
H -1.5672 5.8236 2.1636 0.3 0.5 0.3
H -0.8786 7.4382 1.8150 -0.4 -0.5 0.2
H -0.4524 8.0433 -0.2456 -0.3 -0.4 0.7
H -0.9088 7.1686 -1.5315 -0.1 -1.0 0.3
C -3.0628 -5.3213 -1.6993 3.6 0.1 4.0
O -3.0968 -4.9129 -0.5561 -0.7 0.6 1.4
N -1.9678 -5.8785 -2.1671 4.2 -1.9 -1.0
N -3.9675 -5.2546 -2.5589 -6.2 0.5 -4.5
H -1.1607 -5.9766 -1.5679 -0.4 0.2 0.1
H -1.8514 -6.3322 -3.0619 -0.4 0.2 0.2
H -4.9067 -5.0493 -2.2495 0.2 0.1 -0.3
H -3.8285 -5.6602 -3.4734 -0.4 0.2 0.3
C -7.6913 -2.0865 1.0917 -2.7 -1.6 2.8
O -8.5667 -1.2939 1.4322 0.7 1.0 -1.3
N -6.4599 -1.9669 0.7029 2.6 4.0 -1.7
N -7.8552 -3.3815 1.3306 -1.6 -2.8 0.4
H -5.7754 -2.7070 0.7649 0.0 0.8 -0.2
H -6.2932 -0.9777 0.5849 1.5 -0.2 -0.2
H -7.0389 -3.9629 1.2050 -1.0 -0.6 0.1
H -8.7903 -3.6894 1.5564 0.5 -0.4 0.1
C -1.4272 -1.6414 -8.5015 -4.8 2.8 2.0
O -2.4975 -0.9657 -8.5232 2.0 -0.2 -0.6
N -1.2768 -2.6139 -9.3402 1.2 -2.9 -2.7
N -0.5936 -1.4992 -7.4774 1.9 0.3 1.5
H -1.8554 -2.5891 -10.1677 0.0 -0.2 0.4
H -0.4915 -3.2487 -9.3194 -0.1 0.3 -0.2
H 0.1176 -2.1634 -7.2072 0.0 0.2 -0.4
H -0.6244 -0.6243 -6.9737 -0.2 -0.4 0.0
C 7.7246 1.3154 -3.2672 -2.7 -3.4 -0.1
O 6.9983 0.3427 -3.4100 -0.9 -0.9 -0.6
N 7.7178 2.0011 -2.1975 0.0 2.5 4.3
N 8.5317 1.7356 -4.1616 3.3 1.2 -5.2
H 7.1387 1.5939 -1.4771 0.6 0.6 0.5
H 8.4958 2.6417 -2.1299 -0.6 0.1 1.2
H 9.1544 2.5261 -4.0757 -0.4 -0.1 0.0
H 8.2124 1.5039 -5.0914 0.6 0.0 -0.1
C 1.0357 -3.1976 6.9820 1.2 -1.1 2.0
O 1.6509 -3.5623 7.9949 0.0 0.7 -1.0
N 1.4309 -2.3222 6.0674 1.6 1.1 0.1
N -0.1295 -3.7106 6.6622 -2.3 -1.3 -0.2
H 2.2608 -1.8522 6.3997 -0.2 0.7 -1.0
H 0.7939 -2.0914 5.3184 0.9 0.6 0.1
H -0.6286 -3.2781 5.8981 -0.5 -0.8 0.5
H -0.4283 -4.4664 7.2619 -0.6 0.3 -0.5
C 7.5262 -2.5835 3.7178 1.3 0.4 0.0
C 8.1479 -1.4665 2.8330 -0.4 -2.6 -0.4
C 8.7193 -2.0420 1.5123 1.0 -0.8 0.9
O 9.6955 -3.1555 1.7357 -1.1 1.1 -1.1
C 11.0027 -2.7436 2.0516 0.1 0.7 0.7
N 7.1564 -0.5124 2.5070 -1.2 2.1 0.1
H 7.1333 -2.0974 4.6108 0.2 -0.2 0.3
H 8.3670 -3.2425 3.9344 -0.3 -0.4 0.5
H 6.7019 -3.1667 3.3073 0.1 0.2 -0.6
H 8.9372 -0.9806 3.4066 0.1 0.0 -0.1
H 9.1245 -1.2228 0.9183 0.5 0.0 0.1
H 7.9157 -2.4446 0.8957 0.0 -0.4 0.2
H 11.7655 -3.5212 2.0137 -0.6 -0.6 -0.1
H 10.9894 -2.3670 3.0744 0.3 0.2 0.2
H 11.4281 -1.9660 1.4171 -0.4 0.3 -0.3
H 6.8941 -0.0891 3.3857 0.3 0.8 0.3
H 6.2471 -0.9111 2.3218 0.0 -0.8 -0.8
C -0.1194 -0.4186 -1.1105 -1.7 0.6 0.2
C 0.2665 -0.1197 0.3529 0.9 -0.4 -0.5
C -0.8130 -0.5010 1.4802 0.5 1.2 0.1
O -0.6485 0.3265 2.6825 1.0 -1.3 -1.0
C -1.8206 0.5561 3.4241 -0.1 0.2 -0.7
N 1.5459 -0.8678 0.5410 -0.8 -0.5 1.1
H -0.4132 -1.4566 -1.2666 -0.2 -0.1 0.2
H 0.6218 -0.2143 -1.8832 0.6 0.2 0.6
H -0.9532 0.2307 -1.3776 -0.4 -0.2 -0.2
H 0.5150 0.9409 0.3909 -0.3 0.1 0.5
H -0.7585 -1.5585 1.7387 0.5 -0.1 0.1
H -1.8520 -0.3660 1.1796 0.0 0.3 -0.7
H -1.5045 1.0157 4.3606 -0.2 0.1 -0.1
H -2.4448 -0.3126 3.6337 0.3 -0.5 0.1
H -2.4485 1.2042 2.8127 -0.3 0.5 0.3
H 2.3042 -0.5540 -0.0476 -0.2 0.6 -0.1
H 1.2951 -1.7625 0.1450 0.4 -0.6 0.2
C -8.4836 4.5410 0.0564 0.7 1.3 -1.0
C -7.4490 3.8259 -0.8745 -3.0 -1.0 0.7
C -7.2848 4.4557 -2.2237 1.0 0.4 0.6
O -6.4106 5.5842 -2.0443 -0.8 -0.7 -1.6
C -6.2190 6.1757 -3.3342 0.8 0.2 1.0
N -6.2062 3.4627 -0.2658 0.6 0.8 -0.2
H -9.2997 4.9026 -0.5691 -0.8 -1.1 0.1
H -8.2239 5.5477 0.3840 1.0 -0.1 0.6
H -8.7360 3.9200 0.9159 -0.3 0.1 -0.2
H -7.9979 2.9024 -1.0586 0.0 -0.4 -0.4
H -8.2253 4.7404 -2.6955 -0.3 0.2 0.3
H -6.8254 3.7513 -2.9171 0.3 -0.2 0.0
H -5.2772 6.7097 -3.2079 -0.4 0.7 -0.3
H -7.0936 6.7711 -3.5962 0.2 0.4 -0.1
H -6.0306 5.4806 -4.1524 -0.2 -0.6 0.2
H -6.3497 3.3738 0.7300 0.0 -0.2 0.2
H -5.7121 4.3364 -0.3784 1.1 0.0 0.3
C 0.0052 -9.7119 0.6961 0.1 -0.4 0.0
C 0.7842 -8.9483 1.7484 0.8 0.4 -0.1
C 2.1851 -8.3974 1.2433 -1.8 0.0 -0.2
O 1.9903 -7.2775 0.3527 0.7 -0.6 0.3
C 3.2701 -6.8459 -0.0674 0.6 0.0 -0.7
N -0.1211 -7.8792 2.1833 0.4 -0.4 -0.2
H -0.2559 -9.0027 -0.0893 -0.1 -0.4 -0.4
H -0.8946 -10.1609 1.1166 -0.2 0.6 0.2
H 0.5192 -10.6123 0.3598 0.5 0.4 -0.5
H 0.9963 -9.6824 2.5256 0.1 0.3 0.5
H 2.6740 -9.2216 0.7240 0.4 0.0 -0.1
H 2.8043 -8.0225 2.0582 0.0 -0.3 0.3
H 3.2372 -5.9175 -0.6376 -0.5 0.1 0.3
H 3.7778 -7.5514 -0.7251 -0.3 -0.5 -0.3
H 4.0132 -6.7439 0.7236 -0.4 0.3 0.6
H -0.2383 -7.3848 1.3104 -0.5 0.6 0.0
H 0.3369 -7.2114 2.7869 0.2 0.0 0.3

Entry 2:
60
Properties=species:S:1:pos:R:3:forces:R:3 method="wB97M-V/def2-TZVPD" lumo_ev="-6.7 / -6.7" gap_ev="4.6745 / 4.6688" homo_energy_ev="-11.350 / -11.347" total_energy_ev=-171050.0063 charge=+1
Au -0.0825 0.8142 -0.2888 0.4 0.2 0.3
O 2.0702 0.7105 0.1183 -0.4 -0.4 -0.4
C 2.7026 0.7224 1.2062 0.2 0.2 0.3
C 3.9952 1.3587 1.2099 -0.1 0.1 0.1
C 4.8061 1.3038 2.2964 -0.1 0.0 0.0
C 4.3511 0.6538 3.4636 -0.3 -0.1 0.0
C 3.1032 0.0652 3.5156 0.3 0.1 0.2
C 2.2366 0.0761 2.4213 -0.4 -0.2 -0.1
C 0.9237 -0.5193 2.5315 0.5 0.3 0.0
N 0.0252 -0.7185 1.5656 -0.1 -0.1 -0.2
C -1.0510 -1.3156 2.1422 0.0 0.0 0.0
C -0.8208 -1.4886 3.4798 0.1 0.1 0.0
N 0.4205 -0.9860 3.7096 -0.1 -0.1 0.1
H 4.2961 1.8325 0.2883 0.0 0.1 -0.1
H 5.7899 1.7506 2.2773 0.0 0.0 0.0
H 4.9923 0.6102 4.3328 0.0 0.0 0.0
H 2.8215 -0.4329 4.4324 0.0 0.0 0.0
H -1.9162 -1.6013 1.5713 0.0 0.0 0.0
H -1.4186 -1.9241 4.2595 0.0 0.0 0.0
H 0.8622 -0.9387 4.6115 0.0 0.0 0.0
F -1.0553 6.9710 -1.4708 0.0 0.0 0.0
C -2.1599 6.2335 -1.2804 0.0 0.1 -0.1
C -2.0324 4.9895 -0.6869 -0.2 0.0 0.0
C -3.1963 4.2618 -0.5350 -0.1 -0.1 0.1
F -3.1690 3.0444 0.0417 0.0 0.0 -0.1
C -4.4308 4.7288 -0.9547 0.1 0.1 0.0
F -5.5217 3.9831 -0.7964 0.0 0.0 0.0
C -4.5192 5.9815 -1.5449 0.1 -0.1 0.1
F -5.6889 6.4422 -1.9517 0.0 0.0 0.0
C -3.3712 6.7465 -1.7091 0.0 -0.1 0.0
F -3.4417 7.9418 -2.2777 0.0 0.0 0.0
Ge -0.2534 4.4713 -0.0844 0.1 -0.1 0.1
S -0.1492 2.6596 1.1844 0.0 -0.1 0.0
C 0.3268 5.8824 1.1315 0.1 0.1 -0.1
C 1.4173 6.7106 0.9278 0.0 0.1 0.0
F 2.1499 6.6021 -0.1866 0.0 0.0 0.0
C 1.7777 7.6977 1.8316 -0.1 -0.1 0.0
F 2.8280 8.4756 1.6011 0.0 0.0 0.0
C 1.0215 7.8750 2.9823 0.0 -0.1 -0.1
F 1.3492 8.8149 3.8529 0.0 0.0 0.0
C -0.0835 7.0680 3.2131 0.0 0.0 -0.1
F -0.8148 7.2331 4.3095 0.0 0.0 0.0
C -0.4061 6.0937 2.2850 -0.1 0.0 0.1
F -1.4777 5.3189 2.5260 0.0 0.0 0.0
C 0.9391 4.1827 -1.6010 0.0 0.1 -0.1
C 0.5468 4.2405 -2.9278 0.0 -0.1 -0.1
F -0.7222 4.5251 -3.2457 0.0 0.0 0.0
C 1.4180 3.9969 -3.9807 0.0 0.0 0.1
F 0.9919 4.0548 -5.2356 0.0 0.0 0.0
C 2.7398 3.6806 -3.7082 -0.1 0.0 0.1
F 3.5867 3.4396 -4.6933 0.0 0.0 0.0
C 3.1670 3.6137 -2.3891 0.0 0.0 0.0
F 4.4356 3.3103 -2.1125 -0.1 0.0 0.0
C 2.2670 3.8650 -1.3715 0.1 0.0 0.0
F 2.7267 3.8160 -0.1118 0.0 0.0 0.0
Cl -3.4183 -1.5689 -0.7488 0.0 0.0 0.0
C -3.2890 0.1441 -1.0536 0.0 0.1 0.0
Cl -1.7950 0.5340 -2.0069 -0.2 0.1 0.0
H -3.2103 0.6987 -0.1257 0.0 0.0 -0.1
H -4.1121 0.4916 -1.6696 0.0 -0.1 0.0

Entry 3:
58
Properties=species:S:1:pos:R:3:forces:R:3 method="wB97M-V/def2-TZVPD" multiplicity=2 lumo_ev="-7.0 / -7.9" gap_ev="6.1131 / 5.5837" homo_energy_ev="-13.145 / -13.529" total_energy_ev=-338874.7596 charge=+2
Re -0.4039 0.1556 0.6916 -0.1 -0.2 0.2
C 3.1048 0.1106 -0.6316 0.0 0.0 0.0
C 2.9711 0.0748 0.8606 0.0 0.0 0.0
C 4.1622 0.0281 1.6067 0.0 0.0 0.0
C 4.1474 0.0293 2.9738 0.0 0.0 0.0
C 2.9139 0.0701 3.6439 0.0 0.0 0.0
C 2.7401 0.0752 5.0574 0.0 0.0 0.0
Br 4.2418 0.0266 6.1835 0.0 0.0 0.0
C 1.4934 0.1169 5.6118 -0.1 0.0 0.0
C 0.3429 0.1525 4.7916 0.1 0.0 0.1
Br -1.3554 0.2095 5.5570 0.0 0.0 0.0
C 0.4964 0.1450 3.4343 -0.2 0.0 -0.1
O -0.5396 0.1776 2.5590 0.1 0.0 0.0
C 1.7635 0.1063 2.8403 0.0 0.0 0.1
N 1.7741 0.1111 1.4596 0.0 0.0 0.1
H 4.0831 -0.2660 -0.9205 0.0 0.0 0.0
H 3.0368 1.1398 -0.9905 0.0 0.0 0.0
H 2.3496 -0.4843 -1.1330 0.0 0.0 0.0
H 5.1000 -0.0088 1.0714 0.0 0.0 0.0
H 5.0689 -0.0082 3.5392 0.0 0.0 0.0
H 1.3703 0.1226 6.6854 0.0 0.0 0.0
Br 2.1116 4.7709 -3.4756 0.0 0.0 0.0
C 1.3846 3.4776 -2.3548 0.0 0.0 0.0
C 1.3194 3.6882 -0.9798 0.0 0.0 0.0
C 0.7682 2.7029 -0.2012 0.0 0.0 0.0
N 0.3157 1.5351 -0.7073 0.1 0.0 0.0
C 0.3600 1.3329 -2.0294 0.0 0.0 -0.1
C 0.8919 2.2929 -2.8770 0.0 0.0 0.0
C -0.0085 -1.2441 -1.9776 0.0 0.1 0.1
C 0.1057 -2.3600 -2.7922 0.0 0.0 0.0
C 0.4259 -3.5891 -2.2415 0.0 0.0 0.0
Br 0.5835 -5.0933 -3.3236 0.0 0.0 0.0
C 0.6330 -3.6794 -0.8669 0.0 0.0 0.0
C 0.4723 -2.5463 -0.1133 0.0 0.0 0.0
N 0.1641 -1.3451 -0.6500 0.0 -0.1 -0.1
H 1.6737 4.6034 -0.5286 0.0 0.0 0.0
H 0.6741 2.8255 0.8701 0.0 0.0 0.0
H 0.9210 2.1130 -3.9427 0.0 0.0 0.0
H -0.0442 -2.2613 -3.8587 0.0 0.0 0.0
H 0.8865 -4.6161 -0.3926 0.0 0.0 0.0
H 0.5744 -2.5728 0.9638 0.0 0.0 0.0
I -6.8697 -1.0728 2.0973 0.0 0.0 0.0
C -5.5893 -0.6488 0.5585 0.1 0.1 -0.1
C -5.9927 -0.5815 -0.7351 0.0 0.0 0.0
C -5.1000 -0.2797 -1.8072 -0.1 -0.1 0.1
I -6.0011 -0.3424 -3.6670 0.1 0.0 0.0
C -3.7294 -0.0186 -1.6185 0.0 -0.1 0.0
C -2.9186 0.3935 -2.7760 0.0 0.0 0.0
C -1.6437 0.4367 -3.1766 0.0 0.1 0.1
C -0.2461 0.0925 -2.6548 0.0 -0.2 -0.1
N -2.0118 0.0394 0.0674 -0.1 0.6 0.0
C -3.2820 -0.0998 -0.2931 0.1 -0.4 0.0
C -4.1733 -0.4237 0.8718 0.0 -0.1 0.0
O -3.7009 -0.5082 1.9851 0.0 0.0 0.0
H -7.0302 -0.7611 -0.9810 0.0 0.0 0.0
H -3.5656 0.7902 -3.5489 0.0 0.0 0.0
H -1.5497 0.8880 -4.1590 0.0 0.0 0.0
H 0.3297 -0.0225 -3.5755 0.0 0.0 0.0

Entry 4:
56
Properties=species:S:1:pos:R:3:forces:R:3 method="wB97M-V/def2-TZVPD" multiplicity=2 lumo_ev="3.4 / 3.4" gap_ev="3.8442 / 4.5972" homo_energy_ev="-0.433 / -1.186" total_energy_ev=-169921.8848 charge=-2
Cu 1.7963 0.9587 -0.1494 -0.2 0.1 0.1
Br -3.7341 -2.5892 5.7961 0.0 0.0 0.0
C -4.1583 -1.9152 4.0564 0.0 0.0 0.0
C -4.8319 -2.7244 3.1473 0.0 0.0 0.0
C -5.1417 -2.2337 1.8985 0.0 0.0 0.0
C -4.7975 -0.9144 1.4896 0.0 0.0 0.2
C -4.0902 -0.1307 2.4465 0.0 0.0 0.0
C -3.7899 -0.6262 3.7017 0.0 0.0 0.0
N -5.2490 -0.4987 0.2857 -0.1 0.0 -0.1
N -4.8247 0.6366 -0.2703 0.0 0.0 -0.1
C -3.4862 0.9880 -0.2564 0.0 0.0 0.0
C -3.1884 2.3450 -0.3732 -0.1 -0.1 0.0
C -1.8919 2.8601 -0.3474 0.1 0.0 0.0
C -0.7703 2.0411 -0.2320 -0.1 0.0 0.0
O 0.4580 2.4768 -0.1717 0.0 -0.1 0.0
C -1.0380 0.6297 -0.2245 0.0 0.0 0.0
N 0.0660 -0.1702 -0.2475 0.1 0.0 0.0
C -0.0709 -1.4711 -0.3291 0.0 0.0 0.0
C -1.3263 -2.0870 -0.4116 0.0 0.0 0.0
C -2.4554 -1.3078 -0.3696 0.0 0.0 0.0
C -2.3556 0.0932 -0.2469 0.0 0.0 0.0
H -5.1109 -3.7348 3.4212 0.0 0.0 0.0
H -5.6769 -2.8523 1.1872 0.0 0.0 0.0
H -3.7918 0.8774 2.1962 0.0 0.0 0.0
H -3.2573 -0.0025 4.4094 0.0 0.0 0.0
H -4.0333 3.0203 -0.4538 0.0 0.0 0.0
H -1.7341 3.9314 -0.4170 0.0 0.0 0.0
H 0.8461 -2.0501 -0.3488 0.0 0.0 0.0
H -1.3899 -3.1627 -0.5082 0.0 0.0 0.0
H -3.4387 -1.7506 -0.4426 0.0 0.0 0.0
I 5.0142 4.8481 -3.5114 0.0 0.0 0.0
C 3.6271 5.5422 -2.0768 -0.1 0.1 0.1
C 3.5487 6.9087 -1.8393 0.0 0.0 0.0
C 2.6374 7.3231 -0.8812 0.0 0.0 0.0
C 1.8639 6.3764 -0.2258 0.0 0.0 0.0
C 2.0250 5.0364 -0.5491 0.0 -0.1 0.0
N 2.9092 4.6356 -1.4694 0.1 0.0 -0.2
H 4.1734 7.6061 -2.3780 0.0 0.0 0.0
H 2.5337 8.3772 -0.6526 0.0 0.0 0.0
H 1.1360 6.6658 0.5201 0.0 0.0 0.0
H 1.4302 4.2385 -0.1090 0.0 0.0 0.0
Te 4.1968 1.5339 0.3451 -0.1 -0.2 0.0
N 3.5032 -8.1493 -1.9819 0.0 0.0 0.0
C 3.4543 -7.0254 -1.7303 0.0 -0.1 0.0
C 3.4033 -5.6347 -1.4144 0.0 0.1 0.0
C 3.1593 -5.2116 -0.1025 0.0 0.0 0.0
C 3.1320 -3.8701 0.2042 0.0 0.0 0.0
C 3.3511 -2.8889 -0.7881 0.0 0.0 0.0
C 3.5786 -3.3340 -2.1093 0.0 0.0 0.0
C 3.6067 -4.6754 -2.4138 0.0 0.0 0.0
C 3.3526 -1.5223 -0.4737 -0.2 0.0 0.0
C 3.3832 -0.3295 -0.1739 0.3 0.1 0.1
H 2.9896 -5.9479 0.6726 0.0 0.0 0.0
H 2.9378 -3.5473 1.2181 0.0 0.0 0.0
H 3.7328 -2.5953 -2.8840 0.0 0.0 0.0
H 3.7867 -4.9969 -3.4317 0.0 0.0 0.0

These records have energy relative to the best compared isomer or geometry (same formula, charge and spin) values of 738.34; 195.86; 405.84; 51.53 kJ/mol, in the order they appear.